Entry 1:
Density functional theory data (ωB97M-V/def2-TZVPD) for a molecular structure, C10H25N2O.

The charge is +1. As for the lowest unoccupied orbital energy: -0.0926 Ha. As for the total energy: -580.35710 a.u. The HOMO energy comes out at -0.44697 Ha. The HOMO-LUMO gap comes out at 0.354 Ha.

Last column: natural (NBO) charge in e.
Atoms and positions in Å:
C  4.2982  -0.3967  0.8490  -0.59
C  2.3950  -1.1449  -1.5216  -0.75
C  -1.7789  0.7802  1.9461  -0.71
C  -0.3409  1.5138  -1.5511  -0.42
C  -2.1967  2.5753  -0.1234  -0.44
C  -2.6849  -0.8467  -0.8570  -0.42
C  -1.5796  -2.2476  1.1334  -0.42
C  3.1897  0.4117  0.1415  -0.53
C  2.1629  -0.5727  -0.1719  0.65
C  -1.0577  0.6210  0.7410  0.20
N  -1.3659  1.3476  -0.3988  -0.46
N  -1.5243  -1.1218  0.0552  -0.53
O  1.2854  -0.9663  0.6776  -0.63
H  3.8359  -0.6804  1.8263  0.23
H  4.5541  -1.2692  0.2595  0.21
H  5.3065  0.0622  0.9510  0.24
H  2.4445  -2.2072  -1.5439  0.26
H  3.2820  -0.7302  -2.0155  0.24
H  1.4933  -1.0543  -2.1070  0.24
H  -1.2695  1.5370  2.5081  0.27
H  -2.9157  0.9366  1.8284  0.24
H  -1.5705  -0.1891  2.3500  0.25
H  -0.7587  2.1226  -2.3637  0.24
H  0.6591  1.8647  -1.2803  0.22
H  -0.2815  0.5031  -2.0081  0.19
H  -2.5187  3.2339  -0.9606  0.24
H  -3.2260  2.2530  0.3728  0.21
H  -1.6648  3.2104  0.6508  0.20
H  -3.0528  -1.7626  -1.3366  0.22
H  -3.5666  -0.3724  -0.2303  0.21
H  -2.3909  -0.1375  -1.6079  0.23
H  -1.5298  -3.3087  0.6944  0.22
H  -0.7365  -2.2072  1.7577  0.23
H  -2.4519  -2.1595  1.6774  0.21
H  3.6126  0.7599  -0.7951  0.22
H  2.9144  1.2577  0.7516  0.24
H  -0.7645  -1.4370  -0.6318  0.40
H  -0.2063  -0.1788  0.3325  0.35

Entry 2:
Density functional theory data (ωB97M-V/def2-TZVPD) for a molecular structure, C10H25N4RhSSe3Si.

The charge is +2. As for the lowest unoccupied orbital energy: -0.2952 Ha. As for the total energy: -8617.10090 a.u. The HOMO energy comes out at -0.53458 Ha. The HOMO-LUMO gap comes out at 0.239 Ha.

Last column: natural (NBO) charge in e.
Atoms and positions in Å:
Rh  0.2225  0.1703  -0.1594  0.18
C  1.5369  3.4310  -1.0896  -0.77
Se  -0.1259  2.4521  -0.9318  0.64
C  -0.8040  3.2829  0.6965  -0.58
C  -1.9570  2.4544  1.2080  -0.57
Se  -1.4014  0.6234  1.6493  0.63
C  -0.6816  1.0207  3.4085  -0.78
H  2.1307  3.3074  -0.1895  0.25
H  1.2509  4.4671  -1.2560  0.26
H  2.0597  3.0492  -1.9625  0.26
H  -1.1295  4.2871  0.4238  0.27
H  0.0167  3.3464  1.4103  0.25
H  -2.7669  2.3668  0.4851  0.26
H  -2.3642  2.8498  2.1382  0.27
H  -1.5335  1.2992  4.0256  0.26
H  0.0496  1.8197  3.3518  0.25
H  -0.2168  0.1190  3.7958  0.26
C  0.7090  -5.0085  0.3720  -0.68
C  0.5683  -4.1118  -0.7970  0.38
N  0.4885  -4.4642  -2.0396  -0.19
N  0.3923  -3.2985  -2.7430  -0.32
C  0.3962  -2.2244  -1.9724  0.25
S  0.2980  -0.5584  -2.3723  -0.04
N  0.5040  -2.7250  -0.7250  -0.23
N  0.5860  -1.8678  0.3871  -0.60
H  0.6306  -6.0366  0.0279  0.29
H  -0.0771  -4.8308  1.1077  0.25
H  1.6803  -4.8766  0.8517  0.25
H  0.3212  -3.3255  -3.7509  0.46
H  1.5449  -1.8843  0.7480  0.44
H  -0.0347  -2.2148  1.1167  0.42
C  4.5590  1.5525  -0.5601  -1.14
Si  3.9563  0.1623  0.5168  1.49
C  3.7468  -1.4106  -0.4890  -1.15
C  5.0144  -0.1417  2.0116  -1.14
Se  1.9179  0.8731  1.4750  -0.37
H  5.6061  1.4030  -0.8325  0.27
H  4.4869  2.5032  -0.0295  0.25
H  3.9838  1.6221  -1.4854  0.24
H  4.6792  -1.5888  -1.0315  0.28
H  2.9555  -1.3273  -1.2339  0.23
H  3.5997  -2.2959  0.1386  0.23
H  5.9820  -0.5357  1.6912  0.27
H  4.5628  -0.8609  2.6955  0.25
H  5.2011  0.7820  2.5619  0.26

Entry 3:
Density functional theory data (ωB97M-V/def2-TZVPD) for a molecular structure, C10H26AgBrN2O3.

The multiplicity is 2. The charge is +1. Its expectation value of S² is 0.75. As for the lowest unoccupied orbital energy (alpha / beta): -0.2790 / -0.2786 Ha. As for the total energy: -3452.27360 a.u. The HOMO energy (alpha / beta) comes out at -0.36219 / -0.36219 Ha. The HOMO-LUMO gap (alpha / beta) comes out at 0.083 / 0.084 Ha.

Last column: natural (NBO) charge in e.
Atoms and positions in Å:
Ag  -2.5768  2.1766  5.9800  0.99
Br  -1.0851  2.6999  2.3202  0.01
C  -2.5163  6.6411  -2.5574  -0.64
C  -2.8220  7.8457  -1.5583  -0.05
C  -4.1931  7.8433  -0.8155  -0.09
O  -5.1035  8.3076  -1.8881  -0.55
C  -6.5186  8.0360  -1.5635  -0.25
N  -1.8394  7.6469  -0.5052  -0.82
H  -1.6773  6.9297  -3.1906  0.23
H  -3.4373  6.5075  -3.1249  0.23
H  -2.3901  5.6752  -2.0684  0.19
H  -2.7194  8.7999  -2.0751  0.20
H  -4.0490  8.5315  0.0174  0.18
H  -4.3104  6.8630  -0.3535  0.16
H  -6.5383  8.4985  -0.5766  0.17
H  -6.6798  6.9732  -1.3833  0.17
H  -7.0201  8.5466  -2.3856  0.21
H  -1.4610  6.7581  -0.7999  0.34
H  -2.2689  7.2638  0.3247  0.33
C  4.1206  -2.8697  -1.3537  -0.25
O  3.0520  -3.5336  -0.7879  -0.55
C  2.6363  -2.9106  0.5049  -0.08
C  1.5362  -3.8630  0.9346  -0.24
N  1.9277  -5.1777  1.4445  -0.65
C  2.9296  -6.1038  0.7111  -0.25
C  3.3069  -7.3502  1.5816  -0.08
O  2.4394  -8.4178  1.1833  -0.54
C  2.8208  -9.6919  1.8436  -0.27
H  5.0923  -3.2149  -1.0004  0.16
H  4.0890  -1.7944  -1.1785  0.16
H  4.2279  -2.9107  -2.4376  0.19
H  2.1773  -1.9409  0.3121  0.18
H  3.3838  -2.8423  1.2952  0.19
H  1.0244  -3.9412  -0.0246  0.17
H  0.7061  -3.4870  1.5327  0.19
H  1.1590  -5.8322  1.4722  0.36
H  3.8207  -5.5638  0.3910  0.20
H  2.5217  -6.3136  -0.2777  0.20
H  3.2763  -7.0371  2.6253  0.18
H  4.3768  -7.5411  1.4983  0.17
H  2.8902  -9.6516  2.9307  0.18
H  3.6815  -10.1663  1.3721  0.18
H  2.0101  -10.3887  1.6307  0.19